Computed, not measured: the molecule C22H27FN2O3S2 at a distorted geometry, with ωB97M-V with the def2-TZVPD basis set.

Last column: Mulliken charge in e.
Cartesian coordinates (Å):
1 H -0.89 2.34 -1.68  0.34
2 C 2.18 -4.05 -0.97  -0.39
3 H -1.08 4.21 0.58  0.47
4 C 3.44 2.03 0.56  -0.17
5 S -3.56 1.74 -0.65  -0.24
6 O 1.15 4.02 0.02  -0.71
7 H -2.30 4.24 -0.72  0.31
8 H 2.55 3.08 -1.94  0.55
9 H -4.86 -1.33 2.99  0.35
10 H -1.80 -0.49 0.34  -0.18
11 H -3.82 -2.67 -0.36  0.40
12 H 5.67 -1.10 0.21  0.46
13 H -2.39 -0.85 -1.27  0.47
14 N -0.60 3.09 -1.06  -0.04
15 H -4.70 -0.28 -0.59  0.44
16 H -1.66 1.70 0.84  0.01
17 C -1.60 3.60 -0.16  -1.16
18 S 0.71 0.23 -0.86  1.62
19 C -2.99 -2.28 0.24  -1.00
20 H 4.77 2.59 2.16  0.47
21 H 1.52 -1.54 1.21  0.60
22 C 5.30 0.72 1.27  0.32
23 C -3.85 0.06 0.01  -0.08
24 H 2.52 -5.07 -1.00  0.41
25 C 1.84 -3.40 -2.15  -0.86
26 C -4.59 -1.34 1.94  -0.82
27 H 1.12 -1.56 -3.01  0.49
28 C 4.53 1.85 1.40  -0.84
29 H 2.83 2.91 0.66  0.51
30 H 2.32 -3.91 1.16  0.47
31 H 3.75 -0.76 -1.32  0.53
32 C 0.71 3.27 -0.84  0.92
33 C 2.07 -3.40 0.24  -0.94
34 H 1.14 2.33 -2.74  0.36
35 C -3.40 -2.27 1.71  -0.57
36 C 3.96 -0.05 -0.54  -0.04
37 H -2.92 2.86 1.38  0.54
38 C 3.14 1.08 -0.40  -0.40
39 C 5.04 -0.24 0.30  -0.76
40 H -5.12 0.73 1.62  0.33
41 H -3.43 0.46 2.08  0.32
42 H -3.65 -3.28 2.04  0.35
43 C 1.64 2.50 -1.78  -1.18
44 C -2.36 2.47 0.52  -0.07
45 C 1.40 -2.09 -2.12  -0.22
46 F 6.36 0.54 2.09  -0.34
47 H -5.45 -1.71 1.37  0.35
48 C 1.31 -1.45 -0.90  -0.27
49 H -2.13 -2.92 0.09  0.31
50 C -4.25 0.07 1.48  -0.77
51 C -2.66 -0.86 -0.22  0.02
52 H 1.92 -3.92 -3.10  0.43
53 O 0.28 0.53 0.48  -0.84
54 N 2.04 1.19 -1.28  0.36
55 H -2.56 -1.93 2.32  0.28
56 C 1.63 -2.08 0.28  -0.13
57 O -0.24 0.41 -1.93  -0.78

Results
- Energy: -2086.02023 Ha
- Orbital gap: 8.5 eV
- Energy relative to the best compared isomer or geometry (same formula, charge and spin): 0.9 kcal/mol
- E_LUMO: 0.1885 eV
- Structure (SMILES): O=C(CN(c1ccc(F)cc1)S(=O)(=O)c1ccccc1)NCCSC1CCCCC1


Computed, not measured: the molecule C14H16F3N3O3 at a distorted geometry, with ωB97M-V with the def2-TZVPD basis set.

Last column: Mulliken charge in e.
Cartesian coordinates (Å):
1 C -3.73 -2.72 -1.61  -0.60
2 H 0.47 2.34 0.06  0.13
3 H -4.26 -3.73 -1.51  0.27
4 C 2.31 3.33 2.29  0.57
5 H -5.06 -2.10 -3.48  0.28
6 C -4.14 -2.10 -2.77  -0.54
7 H 1.98 -1.55 1.07  0.53
8 H 0.25 -1.09 1.77  0.31
9 C 0.33 -1.41 -0.29  -0.86
10 C -2.51 -2.35 -1.03  0.12
11 H 0.01 -2.54 -0.23  0.43
12 H -1.27 1.32 -1.26  0.46
13 C 2.78 0.71 0.64  0.65
14 O 3.50 -0.08 0.92  -0.53
15 C 3.58 2.96 1.30  -0.63
16 F -1.59 -2.67 1.20  -0.05
17 C 1.05 -1.08 0.95  -0.99
18 C -0.40 0.61 -0.88  -1.39
19 C 0.39 1.17 0.37  -0.43
20 H 2.01 4.01 4.06  0.36
21 F -3.43 -3.75 0.88  -0.29
22 H 3.96 2.01 -0.34  0.68
23 O 1.21 3.63 1.99  -0.50
24 C -2.27 -3.13 0.44  0.62
25 F -1.38 -4.23 0.12  -0.35
26 H 4.16 2.37 2.16  0.30
27 H 1.10 -1.37 -1.26  0.38
28 H -0.43 1.03 1.02  0.33
29 H 4.08 3.96 1.31  0.40
30 N -2.55 -0.25 -2.35  -0.51
31 O 2.72 3.50 3.59  -0.49
32 C -3.55 -0.63 -2.91  -0.39
33 H 2.15 2.77 -0.02  -0.01
34 C 3.19 2.10 0.22  -0.60
35 H -3.80 -0.15 -3.60  0.72
36 H 0.37 0.59 -1.63  0.42
37 N -0.69 -0.73 -0.84  0.50
38 C -1.96 -1.06 -1.24  0.58
39 N 1.46 0.31 0.87  0.14

Results
- Energy: -1232.31733 Ha
- Orbital gap: 8.4 eV
- E_LUMO: 0.5115 eV
- Structure (SMILES): O=C(O)CCC(=O)N1CCN(c2ncccc2C(F)(F)F)CC1


Computed, not measured: a structure of composition C10H12Cl2N2O5PS at a distorted geometry, with ωB97M-V with the def2-TZVPD basis set.

Last column: Mulliken charge in e.
Cartesian coordinates (Å):
1 N -1.20 0.24 -1.34  -0.32
2 H 1.23 -4.92 3.09  0.42
3 H -1.22 -2.51 -0.58  0.40
4 Cl 2.17 3.75 0.38  -0.12
5 O -0.82 4.41 -0.33  -0.43
6 P -1.66 3.25 -0.98  0.74
7 C -2.34 0.15 -1.81  0.70
8 C -1.34 -4.06 0.86  -0.40
9 C 0.74 -4.37 2.29  -0.41
10 H 3.34 1.02 -0.22  0.35
11 C 2.90 1.59 -1.03  -1.53
12 N -1.59 3.22 -2.50  -0.57
13 O -3.38 0.10 -2.28  -0.29
14 Cl 0.79 1.65 2.02  -0.03
15 C 1.64 2.33 -0.56  0.55
16 H 2.69 0.98 -1.90  0.37
17 C 0.79 1.34 0.29  0.21
18 C 1.33 -3.36 1.65  -0.37
19 H -2.34 -4.39 0.62  0.44
20 O 1.18 -1.71 -0.01  -0.61
21 S -1.01 1.31 -0.07  0.22
22 C -0.74 -3.05 0.22  -0.24
23 H 1.09 2.69 -1.42  0.17
24 H -0.77 4.43 0.63  0.35
25 O -1.18 -5.70 2.53  -0.50
26 C 0.63 -2.63 0.57  0.45
27 O -3.12 3.36 -0.40  -0.44
28 H 2.34 -3.03 1.88  0.44
29 C -0.64 -4.80 1.95  0.29
30 H 1.18 0.33 0.17  0.01
31 H -1.21 2.40 -2.96  0.30
32 H 3.64 2.34 -1.30  0.48
33 H -3.15 3.63 0.53  0.36

Results
- Energy: -2533.61112 Ha
- Orbital gap: 8.5 eV
- E_LUMO: -4.4610 eV
- Net charge: +1


Computed, not measured: a cluster of 3 separate species, C3H8NO4 in total at a distorted geometry, with ωB97M-V with the def2-TZVPD basis set.

Last column: Mulliken charge in e.
Cartesian coordinates (Å):
1 H -1.82 -0.57 0.16  0.43
2 C 0.59 -1.01 0.31  -1.16
3 O -1.98 -1.47 1.66  -0.80
4 N -1.52 0.35 -0.29  -0.57
5 H -2.55 -1.79 2.36  0.18
6 H 0.26 -1.25 1.36  0.29
7 C 0.73 1.46 0.09  0.58
8 H 1.64 -0.88 0.42  0.46
9 H 0.71 -2.85 -2.63  0.19
10 O 0.67 -2.10 -2.08  -0.70
11 O 1.95 1.56 -0.20  -0.63
12 H -1.79 1.05 0.41  0.34
13 C -0.04 0.20 -0.39  0.46
14 O 0.08 2.26 0.81  -0.66
15 H 0.25 -0.11 -1.37  0.25
16 H 0.55 -1.92 -0.30  0.32

Results
- Energy: -474.59205 Ha
- Orbital gap: 4.0 eV
- Energy relative to the best compared isomer or geometry (same formula, charge and spin): 205.7 kcal/mol
- E_LUMO: -1.1634 eV
- Net charge: -1